{"formula": "C30H55N6O4", "method": "ωB97M-V with the def2-TZVPD basis set", "lumo_energy_ev": -3.96, "e_homo_ha": -0.3591, "homo_lumo_gap_ha": 0.2135, "total_energy_ha": -1804.8471, "total_charge": 1, "species": ["O", "O", "O", "O", "N", "N", "N", "N", "N", "N", "C", "C", "C", "C", "C", "C", "C", "C", "C", "C", "C", "C", "C", "C", "C", "C", "C", "C", "C", "C", "C", "C", "C", "C", "C", "C", "C", "C", "C", "C", "H", "H", "H", "H", "H", "H", "H", "H", "H", "H", "H", "H", "H", "H", "H", "H", "H", "H", "H", "H", "H", "H", "H", "H", "H", "H", "H", "H", "H", "H", "H", "H", "H", "H", "H", "H", "H", "H", "H", "H", "H", "H", "H", "H", "H", "H", "H", "H", "H", "H", "H", "H", "H", "H", "H"], "xyz": [[-5.175, -4.930, -3.554], [7.149, -0.783, 3.460], [-0.245, -3.295, -0.973], [-5.552, 0.054, -0.880], [-7.416, 0.989, -0.035], [-2.262, -2.652, -1.735], [6.449, -1.099, 5.575], [-7.192, -4.288, -4.316], [-1.198, 1.033, 1.158], [1.160, 5.372, -0.526], [-6.273, 0.251, 0.094], [-0.344, -0.241, 1.163], [-8.377, 1.321, 0.989], [0.874, 2.602, -0.885], [6.751, 2.440, -0.389], [-8.479, -4.459, -4.947], [-6.509, -6.631, -4.589], [1.792, 3.986, -0.711], [-0.869, 2.125, 2.191], [-3.549, -2.824, -2.366], [-1.579, -4.995, -2.008], [6.495, 1.453, 0.917], [0.736, 0.001, 2.396], [3.450, 3.791, -0.794], [-1.497, 1.438, -1.331], [-6.226, -5.232, -4.110], [-0.695, 2.902, -1.251], [3.691, 6.575, -0.448], [6.820, 3.975, 0.183], [0.398, 1.483, 3.043], [6.982, -1.553, 4.401], [6.073, 5.098, -0.758], [-5.950, -0.296, 1.457], [-2.305, 1.197, 0.112], [4.434, 5.096, -0.662], [7.345, -3.011, 4.321], [-1.296, -3.597, -1.529], [5.972, -0.052, 0.527], [2.048, 6.602, -0.394], [6.183, -1.852, 6.777], [7.974, 4.277, 0.197], [-0.727, -5.642, -1.780], [5.708, 1.952, 1.642], [6.454, -3.626, 4.472], [-2.275, 1.463, -2.224], [-9.350, 0.927, 0.684], [7.827, 2.148, -0.814], [6.459, -2.904, 6.682], [-8.435, 2.410, 1.063], [-0.722, 0.559, -1.495], [-0.400, -1.194, 0.476], [-3.718, -3.849, -2.699], [-2.992, 0.245, 0.043], [-9.252, -4.182, -4.226], [6.227, -0.110, 5.563], [7.757, -3.235, 3.333], [-6.663, -6.630, -5.671], [1.585, -0.722, 2.775], [-4.322, -2.546, -1.644], [-1.245, 3.640, -0.528], [6.449, 5.092, -1.892], [4.800, -0.124, 0.560], [6.360, -0.774, 1.395], [5.115, -1.777, 6.997], [-7.575, 1.328, -0.977], [1.026, 2.003, 0.117], [1.379, 2.003, -1.759], [7.530, 1.415, 1.492], [-8.110, 0.907, 1.963], [6.452, 3.983, 1.304], [-5.826, 0.524, 2.169], [-6.940, -3.369, -3.971], [8.102, -3.248, 5.074], [-2.902, 2.191, 0.299], [4.298, 7.579, -0.365], [-2.010, -1.734, -1.390], [-2.461, -5.392, -1.498], [-0.745, 3.331, -2.355], [0.109, 5.517, -0.500], [-7.391, -7.028, -4.080], [6.425, 6.159, -0.338], [0.958, 2.019, 3.920], [-1.388, 3.167, 2.350], [1.489, 7.640, -0.275], [-8.529, -3.786, -5.807], [-3.599, -2.151, -3.226], [-5.016, -0.863, 1.415], [-6.747, -0.968, 1.788], [-8.648, -5.484, -5.281], [6.753, -1.402, 7.595], [-1.733, -4.994, -3.090], [-5.657, -7.277, -4.361], [6.444, -0.453, -0.467], [6.001, 2.269, -1.271], [3.891, 2.720, -0.958]], "atomic_forces_ev_per_a": [[-0.5, -0.3, -0.3], [0.0, -0.2, 0.4], [-0.1, 0.1, 0.0], [0.0, 0.0, 0.3], [0.8, -0.5, -0.1], [0.8, -0.4, 0.3], [0.3, -0.1, -0.8], [0.8, -0.5, 0.2], [1.0, -0.4, 1.4], [4.9, -0.6, -0.2], [-0.1, 0.2, -0.6], [2.2, 3.9, 4.8], [-0.3, 0.2, -0.3], [0.4, 1.4, 0.2], [0.9, -0.5, 0.8], [-0.1, 0.4, 0.1], [0.1, -0.2, 0.0], [2.3, 1.2, -0.2], [4.1, -5.0, 0.7], [0.0, 0.2, 0.1], [0.2, -0.2, 0.0], [0.0, 0.0, -0.4], [-3.8, 3.1, -1.8], [-1.6, 4.4, 0.6], [-0.6, 0.4, 0.5], [0.2, 0.5, 0.2], [0.2, -1.1, -1.2], [-3.6, -3.8, -0.4], [0.8, -0.1, -0.6], [-2.7, -1.5, -4.1], [-0.1, 0.6, -0.1], [-0.1, 0.9, 0.7], [0.2, -0.1, 0.1], [1.2, 0.3, -1.3], [-3.6, 0.5, -0.1], [0.1, -0.2, -0.2], [0.0, 0.6, 0.1], [0.7, -0.4, 1.3], [2.8, -1.5, -0.4], [-0.1, 0.4, 0.2], [-2.6, -0.5, 0.0], [-0.1, 0.3, 0.0], [1.6, -1.0, -1.5], [0.2, 0.0, 0.1], [1.6, -0.1, 1.9], [-0.1, 0.1, 0.3], [-2.4, 0.7, 0.8], [0.0, 0.3, -0.1], [-0.2, -0.1, 0.2], [-1.6, 1.9, 0.3], [-0.3, 2.3, 1.3], [0.2, 0.5, 0.2], [1.3, 2.1, 0.3], [-0.2, -0.1, -0.2], [0.1, -0.3, 0.0], [-0.1, 0.2, 0.2], [-0.1, -0.1, 0.1], [-2.1, 1.6, -1.0], [-0.2, -0.1, -0.3], [1.1, -1.5, -1.2], [-1.1, -0.3, 2.5], [2.3, 0.2, -0.5], [-0.9, 1.6, -2.0], [0.1, -0.2, 0.2], [0.0, -0.1, 0.2], [-0.5, 1.2, -1.8], [-1.0, 1.2, 1.7], [-2.3, -0.1, -1.1], [0.0, 0.1, -0.3], [0.5, 0.2, -2.4], [-0.1, -0.2, 0.1], [-0.1, -0.2, -0.1], [-0.2, -0.1, 0.0], [1.0, -2.2, 0.0], [-1.5, -2.3, -0.2], [-0.1, -0.3, -0.1], [0.0, 0.0, -0.3], [0.2, -0.6, 2.4], [1.9, -0.6, -0.1], [0.0, 0.0, -0.2], [-1.0, -2.2, -0.9], [-1.3, -1.2, -2.0], [0.9, -2.7, -0.7], [1.2, -2.6, -0.3], [-0.3, -0.2, 0.0], [-0.3, -0.1, 0.0], [-0.2, 0.1, -0.1], [0.1, 0.1, 0.1], [0.1, 0.2, 0.1], [-0.1, -0.3, 0.1], [-0.2, -0.1, 0.1], [-0.1, 0.3, 0.0], [-1.1, 0.9, 1.7], [1.2, 0.4, 1.8], [-1.1, 2.3, 0.4]]}